1.
{"formula": "C20H12F12NO2ReSe3Te", "method": "ωB97M-V with the def2-TZVPD basis set", "total_charge": 2, "homo_energy_ev": -13.67, "homo_lumo_gap_ha": 0.1444, "fmax_ha_per_bohr": 0.003, "lumo_ev": -9.7, "species": ["Re", "C", "C", "C", "C", "C", "N", "C", "C", "C", "C", "C", "C", "C", "C", "O", "C", "F", "F", "F", "C", "F", "F", "F", "C", "C", "C", "O", "C", "F", "F", "F", "C", "F", "F", "F", "H", "H", "H", "H", "H", "H", "H", "H", "H", "H", "H", "H", "Se", "Se", "Te", "Se"], "coordinates": [[0.1394, -2.4554, 0.2952], [4.7101, 2.8161, 0.4842], [3.4454, 2.0456, 0.3282], [2.2468, 2.4875, 0.8810], [1.1011, 1.7432, 0.7276], [1.1210, 0.5066, 0.0327], [-0.0405, -0.2174, -0.0170], [-1.1670, 0.4598, -0.2517], [-1.0964, 1.6670, -1.0344], [-2.2070, 2.4141, -1.3001], [-3.4540, 2.0039, -0.8164], [-4.6879, 2.7707, -1.1049], [-3.5489, 0.7930, -0.0770], [-2.4701, 0.0042, 0.1834], [-2.5942, -1.2399, 1.0425], [-1.6381, -2.1950, 0.7133], [-2.3879, -0.8455, 2.5389], [-2.3660, -1.9088, 3.3189], [-3.3287, -0.0038, 2.9420], [-1.1985, -0.2156, 2.6495], [-3.9486, -1.9979, 0.8321], [-4.9839, -1.3274, 1.3358], [-3.8908, -3.1847, 1.4092], [-4.1404, -2.1611, -0.4785], [2.3518, 0.0252, -0.5037], [3.4613, 0.8191, -0.3748], [2.3681, -1.2155, -1.3845], [1.4188, -2.1693, -1.0118], [3.7258, -1.9868, -1.3198], [4.7006, -1.3385, -1.9529], [4.0711, -2.1315, -0.0327], [3.5969, -3.1884, -1.8543], [2.0169, -0.8045, -2.8442], [0.7655, -0.2925, -2.8392], [2.0368, -1.8401, -3.6596], [2.8409, 0.1350, -3.2894], [4.5290, 3.8272, 0.8400], [5.2584, 2.8558, -0.4578], [5.3599, 2.3121, 1.2059], [2.2208, 3.4055, 1.4530], [0.1902, 2.0255, 1.2400], [-0.1566, 1.9002, -1.5159], [-2.1350, 3.2947, -1.9244], [-4.4784, 3.7621, -1.4970], [-5.3136, 2.8452, -0.2135], [-5.2806, 2.2236, -1.8478], [-4.5260, 0.5171, 0.2920], [4.3928, 0.5241, -0.8366], [1.3054, -2.2996, 2.2670], [-0.1003, -5.4494, 4.2867], [1.5283, -4.9463, 2.7248], [0.2364, -4.7691, 0.4159]], "nbo_charge": [1.03, -0.67, 0.14, -0.22, -0.14, 0.20, -0.39, 0.22, -0.09, -0.24, 0.20, -0.68, -0.13, -0.02, 0.06, -0.61, 0.97, -0.28, -0.29, -0.33, 0.98, -0.30, -0.28, -0.30, -0.07, -0.11, 0.07, -0.63, 0.98, -0.30, -0.31, -0.28, 0.97, -0.33, -0.27, -0.29, 0.25, 0.26, 0.27, 0.26, 0.24, 0.25, 0.26, 0.25, 0.27, 0.28, 0.26, 0.25, 0.03, -0.25, 0.79, 0.06]}

=====

2.
{"formula": "C20H13B3Cl60FNO3", "method": "ωB97M-V with the def2-TZVPD basis set", "homo_energy_ev": -9.99, "homo_lumo_gap_ha": 0.3648, "fmax_ha_per_bohr": 0.064, "lumo_ev": -0.1, "species": ["C", "C", "F", "C", "B", "O", "B", "O", "B", "C", "C", "N", "O", "H", "H", "H", "H", "H", "H", "H", "H", "H", "H", "H", "H", "H", "C", "Cl", "Cl", "Cl", "Cl", "C", "Cl", "Cl", "Cl", "Cl", "C", "Cl", "Cl", "Cl", "Cl", "C", "Cl", "Cl", "Cl", "Cl", "C", "Cl", "Cl", "Cl", "Cl", "C", "Cl", "Cl", "Cl", "Cl", "C", "Cl", "Cl", "Cl", "Cl", "C", "Cl", "Cl", "Cl", "Cl", "C", "Cl", "Cl", "Cl", "Cl", "C", "Cl", "Cl", "Cl", "Cl", "C", "Cl", "Cl", "Cl", "Cl", "C", "Cl", "Cl", "Cl", "Cl", "C", "Cl", "Cl", "Cl", "Cl", "C", "Cl", "Cl", "Cl", "Cl", "C", "Cl", "Cl", "Cl", "Cl"], "coordinates": [[3.3259, -5.1041, 5.5955], [1.8475, -4.5116, 5.4803], [1.7313, -3.5531, 6.4745], [1.6786, -3.9563, 4.0451], [0.6615, -2.7530, 3.8532], [0.3072, -2.4250, 2.5029], [-1.0927, -2.2470, 2.3912], [-1.8761, -1.7216, 3.4572], [-1.3085, -2.1034, 4.6944], [-2.1273, -2.7474, 5.8979], [-3.0338, -3.9011, 5.3553], [-2.1544, -5.0843, 5.0735], [0.0966, -1.9413, 4.8488], [3.3222, -6.0703, 6.1115], [3.9111, -4.4283, 6.2577], [3.8270, -5.1644, 4.6155], [1.1823, -5.3725, 5.6149], [2.6362, -3.6765, 3.5773], [1.2909, -4.7948, 3.4337], [-1.5697, -2.5740, 1.3633], [-2.7015, -2.0052, 6.4829], [-1.4165, -3.2104, 6.6031], [-3.7828, -4.1925, 6.1017], [-3.4720, -3.5894, 4.3956], [-2.5075, -5.8696, 5.6060], [-2.3235, -5.3152, 4.1005], [-2.7102, 0.5803, -0.6107], [-1.4400, 1.8110, -0.6819], [-2.6076, -0.2845, 0.9296], [-4.2794, 1.3899, -0.7367], [-2.5038, -0.5877, -1.9485], [1.1248, -9.0247, 4.8144], [2.6875, -8.1946, 4.7334], [0.9582, -10.1141, 3.4275], [1.0286, -9.9574, 6.3163], [-0.1757, -7.8200, 4.7805], [4.7856, -4.9022, 9.6779], [5.7527, -6.1197, 8.8260], [4.0964, -5.6186, 11.1454], [5.8190, -3.5325, 10.1198], [3.4822, -4.3435, 8.6207], [-2.7905, -5.3916, -0.0436], [-1.4821, -4.4496, -0.7752], [-2.5604, -5.4623, 1.7165], [-4.3445, -4.6237, -0.4044], [-2.7730, -7.0349, -0.7015], [1.7503, 1.8473, -3.4421], [1.0447, 3.0146, -4.5730], [1.9077, 2.5928, -1.8426], [0.7028, 0.4226, -3.3301], [3.3534, 1.3563, -4.0204], [-7.2501, -1.7742, -1.9474], [-7.8653, -1.4177, -0.3246], [-5.5396, -1.3263, -2.0379], [-7.4281, -3.5070, -2.2779], [-8.1692, -0.8471, -3.1448], [-2.6289, 5.1762, -5.0323], [-1.3309, 6.3758, -5.0917], [-2.5584, 4.3377, -3.4765], [-4.1988, 5.9768, -5.2115], [-2.4044, 4.0040, -6.3451], [4.5298, -4.6785, 0.6632], [4.0381, -5.5351, 2.1347], [5.6120, -3.3446, 1.0946], [5.3721, -5.7981, -0.4207], [3.0923, -4.0355, -0.1459], [2.2868, 7.4298, -6.9047], [2.0860, 8.0992, -5.2770], [2.1085, 8.7184, -8.1067], [3.8949, 6.7011, -7.0497], [1.0498, 6.1919, -7.1637], [-6.1738, 6.0247, -9.0303], [-5.0366, 4.7973, -8.4497], [-5.3870, 7.0221, -10.2647], [-7.5923, 5.2279, -9.7285], [-6.6799, 7.0510, -7.6769], [-9.7998, 1.8930, -9.8463], [-9.2572, 2.5880, -11.3846], [-11.1497, 2.8486, -9.2124], [-10.3296, 0.2236, -10.1093], [-8.4651, 1.9120, -8.6816], [6.6420, -1.1606, -5.8673], [7.1438, -0.4268, -7.3996], [5.2756, -0.2513, -5.1951], [6.1493, -2.8381, -6.1490], [7.9949, -1.1260, -4.7242], [4.1191, 8.0916, -1.4047], [4.7414, 8.8714, -2.8683], [2.7576, 9.0387, -0.7690], [3.5600, 6.4573, -1.7986], [5.4068, 7.9982, -0.1917], [0.9755, 4.1614, 2.0528], [0.8349, 4.8959, 3.6589], [0.6930, 5.3940, 0.8110], [2.6014, 3.4868, 1.8503], [-0.2230, 2.8691, 1.8787], [5.8435, 11.3932, 2.1272], [6.9317, 10.1055, 2.6738], [6.7019, 12.4487, 0.9929], [4.4431, 10.6739, 1.3179], [5.3031, 12.3412, 3.5231]], "lowdin_charge": [-0.12, -0.35, -0.05, -0.02, -0.48, 0.21, -0.46, 0.18, -0.49, -0.05, -0.24, 0.00, 0.27, 0.01, 0.02, 0.00, 0.10, 0.09, 0.12, 0.03, 0.11, 0.11, 0.11, 0.10, 0.06, -0.04, -1.96, 0.47, 0.64, 0.52, 0.49, -2.02, 0.56, 0.53, 0.53, 0.53, -2.02, 0.52, 0.52, 0.52, 0.60, -2.01, 0.55, 0.58, 0.52, 0.54, -2.01, 0.52, 0.50, 0.52, 0.48, -2.03, 0.52, 0.47, 0.51, 0.53, -2.02, 0.49, 0.51, 0.51, 0.50, -2.03, 0.57, 0.53, 0.52, 0.53, -2.03, 0.50, 0.53, 0.52, 0.49, -2.03, 0.49, 0.53, 0.50, 0.51, -2.05, 0.51, 0.52, 0.52, 0.50, -2.03, 0.52, 0.46, 0.52, 0.52, -2.02, 0.52, 0.49, 0.51, 0.50, -2.03, 0.53, 0.51, 0.52, 0.49, -2.03, 0.51, 0.52, 0.47, 0.52]}

=====

3.
{"formula": "C20H13BrCl3IMnN4O3Si", "method": "ωB97M-V with the def2-TZVPD basis set", "total_charge": -2, "homo_energy_ev": [-0.75, -2.99], "homo_lumo_gap_ha": [0.1731, 0.2554], "relative_energy_kcal_mol": 7.3, "multiplicity": 6, "fmax_ha_per_bohr": 0.045, "lumo_ev": [4.0, 4.0], "species": ["Mn", "O", "N", "N", "O", "C", "C", "C", "C", "C", "C", "H", "H", "H", "H", "H", "N", "C", "C", "C", "C", "C", "C", "C", "H", "H", "H", "H", "O", "C", "N", "Br", "C", "C", "C", "C", "C", "C", "I", "H", "H", "H", "H", "Cl", "Si", "Cl", "Cl"], "coordinates": [[-0.6784, 0.3240, -0.4168], [0.2355, 3.0522, 1.2252], [0.2222, 2.5362, 2.4896], [-0.0132, 1.2503, 2.5919], [-0.0617, 0.3983, 1.5737], [-0.1262, 0.7434, 3.8627], [0.3029, 1.5052, 4.9634], [0.2443, 0.9673, 6.2275], [-0.2534, -0.3146, 6.4322], [-0.6934, -1.0622, 5.3447], [-0.6327, -0.5506, 4.0704], [0.7063, 2.4851, 4.7712], [0.6076, 1.5411, 7.0699], [-0.2786, -0.7367, 7.4278], [-1.0777, -2.0604, 5.5080], [-0.9634, -1.1322, 3.2235], [-1.0902, -1.1029, -7.6714], [-1.0841, -0.7823, -6.5642], [-1.0880, -0.4205, -5.2079], [-0.7917, 0.8818, -4.7963], [-0.7761, 1.2038, -3.4526], [-1.0378, 0.2595, -2.4387], [-1.3703, -1.0321, -2.8999], [-1.3902, -1.3758, -4.2328], [-0.5566, 1.6362, -5.5393], [-0.5428, 2.2272, -3.1884], [-1.6114, -1.8058, -2.1808], [-1.6276, -2.3869, -4.5386], [2.7378, -2.2451, -0.9741], [1.8520, -1.4594, -0.9331], [0.9941, -0.6544, -0.8991], [2.5660, -4.2114, 3.5840], [4.1533, -3.3214, 3.0571], [5.3605, -3.9824, 3.1951], [6.5341, -3.3561, 2.8127], [6.4836, -2.0737, 2.2801], [5.2724, -1.4259, 2.1441], [4.0833, -2.0281, 2.5442], [2.2612, -1.0231, 2.3039], [5.3755, -4.9807, 3.6059], [7.4802, -3.8652, 2.9278], [7.3939, -1.5837, 1.9640], [5.2315, -0.4312, 1.7273], [-2.5557, 3.7064, 0.6729], [-0.7765, 2.6461, -0.0598], [-2.4879, -0.8931, 0.1398], [0.0128, 4.2410, -1.2233]], "nbo_charge": [1.16, -0.75, -0.04, 0.06, -0.68, 0.20, -0.28, -0.21, -0.29, -0.21, -0.27, 0.24, 0.19, 0.19, 0.20, 0.25, -0.40, 0.32, -0.25, -0.18, -0.20, -0.18, -0.25, -0.16, 0.21, 0.21, 0.23, 0.21, -0.66, 0.78, -0.89, 0.05, -0.11, -0.24, -0.23, -0.22, -0.21, -0.22, 0.30, 0.21, 0.20, 0.20, 0.23, -0.50, 1.12, -0.65, -0.47]}

=====

4.
{"formula": "C20H13N3O7", "method": "ωB97M-V with the def2-TZVPD basis set", "homo_energy_ev": -8.20, "homo_lumo_gap_ha": 0.2535, "relative_energy_kcal_mol": 45.7, "fmax_ha_per_bohr": 0.139, "lumo_ev": -1.3, "smiles": "Cc1cc(N2C(=O)c3ccc(C(=O)Nc4ccc(O)cc4C(=O)O)cc3C2=O)no1", "species": ["O", "O", "O", "O", "N", "O", "O", "O", "C", "C", "C", "C", "C", "C", "C", "C", "C", "C", "C", "C", "C", "C", "C", "C", "C", "C", "C", "N", "N", "C", "H", "H", "H", "H", "H", "H", "H", "H", "H", "H", "H", "H", "H"], "coordinates": [[2.6314, 1.6673, 0.8021], [-4.7904, -1.1915, -0.6168], [-1.4288, 0.5754, 2.0657], [2.1045, -1.4443, -3.0902], [-4.1962, 1.3930, 2.6198], [4.6669, 2.4882, 1.4456], [-5.3933, 1.6637, 3.2128], [8.1340, 0.1829, -1.2985], [3.8500, 1.7605, 0.6245], [-3.6886, -0.8420, -0.2378], [-2.1468, 0.1794, 1.1148], [1.6364, -0.8866, -2.0923], [-4.4938, 0.5318, 1.7028], [-5.7892, 0.0762, 1.7742], [-6.3475, 0.8685, 2.6006], [6.0870, -0.9906, -1.7380], [-0.7332, -1.7599, -2.3593], [-2.1028, -1.7954, -1.9244], [-0.1467, -0.3651, -0.4197], [5.9669, 0.9547, -0.3341], [4.7084, -1.0205, -1.8593], [6.7714, 0.0218, -1.0855], [0.3141, -1.0122, -1.6436], [-2.3408, -1.0432, -0.7465], [-1.4464, -0.4571, 0.0590], [4.5688, 0.8786, -0.3176], [3.9083, -0.1298, -1.1315], [-3.5057, -0.1262, 0.9551], [2.5230, -0.2174, -1.2303], [-7.7958, 1.0108, 3.0444], [3.9681, 2.9580, 2.0115], [8.5613, -0.5699, -1.7842], [-6.3624, -0.5710, 1.1275], [6.6391, -1.8258, -2.2064], [-0.4254, -2.3128, -3.3032], [-2.8584, -2.2920, -2.5465], [0.5459, 0.3614, 0.1154], [6.6894, 1.6228, 0.2660], [4.2762, -1.8533, -2.3438], [1.9885, 0.3533, -0.5854], [-7.9756, 0.9721, 4.0766], [-8.1623, 1.9799, 2.6503], [-8.4097, 0.2061, 2.6262]], "nbo_charge": [-0.63, -0.54, -0.49, -0.59, -0.11, -0.67, -0.28, -0.68, 0.79, 0.69, 0.64, 0.63, 0.29, -0.37, 0.34, -0.23, -0.11, -0.19, -0.11, -0.19, -0.22, 0.28, -0.15, -0.12, -0.08, -0.22, 0.21, -0.46, -0.61, -0.65, 0.51, 0.49, 0.26, 0.21, 0.25, 0.25, 0.24, 0.26, 0.25, 0.42, 0.24, 0.23, 0.23]}